No. 1
C46H53CsF5IN4S4Sb | the ωB97M-V functional and the def2-TZVPD basis

Computed properties:
HOMO energy (spin up / spin down) (hartree): 0.0227 / -0.0556
Relative energy (zero: lowest compared OMol25 entry of this formula, charge and spin) (kcal/mol): 0.0
Total charge: -2
Kohn-Sham gap (spin up / spin down) (eV): 2.8 / 4.9
Multiplicity: 2

```
115
Properties=species:S:1:pos:R:3:lowdin_spin:R:1
Cs -0.596 0.839 -0.840 0.008
C 3.237 -3.214 -1.490 0.000
C 3.606 -3.090 -0.014 0.000
S 2.905 -1.637 0.831 0.000
C 2.072 -2.482 2.224 0.000
C 0.963 -3.449 1.877 0.000
S -0.569 -2.590 0.734 0.000
C -0.542 -4.146 -0.224 0.000
C 0.710 -4.443 -1.075 0.000
S 1.487 -3.018 -1.915 0.000
H 3.716 -2.418 -2.063 0.000
H 3.594 -4.173 -1.876 0.000
H 3.270 -3.964 0.545 0.000
H 4.694 -3.032 0.074 0.000
H 2.874 -2.942 2.813 0.000
H 1.678 -1.652 2.811 0.000
H 1.369 -4.370 1.444 0.000
H 0.462 -3.723 2.815 0.000
H -0.637 -4.954 0.506 0.000
H -1.429 -4.160 -0.847 0.000
H 1.490 -4.895 -0.463 0.000
H 0.438 -5.159 -1.853 0.000
C -4.603 -3.629 3.509 0.000
C -5.688 -2.589 3.633 0.000
C -7.007 -3.001 3.820 0.000
C -8.037 -2.097 4.017 0.000
C -7.752 -0.739 4.038 0.000
C -6.457 -0.304 3.829 0.000
C -5.417 -1.215 3.609 0.000
N -4.116 -0.713 3.436 0.000
C -3.341 -0.785 2.256 0.001
N -3.857 -1.616 1.316 0.000
C -3.514 -1.724 -0.063 0.000
C -2.206 -1.921 -0.492 0.000
C -2.020 -1.987 -1.874 0.000
C -3.067 -1.953 -2.781 0.000
C -4.367 -1.828 -2.311 0.000
C -4.605 -1.699 -0.951 0.000
C -6.022 -1.526 -0.456 0.000
N -2.292 -0.069 2.113 0.000
C -1.791 0.681 3.176 0.001
C -1.763 2.074 3.041 0.009
C -1.257 2.873 4.053 0.003
C -0.768 2.298 5.217 0.000
C -0.758 0.915 5.340 0.000
C -1.243 0.087 4.335 0.000
C -1.113 -1.410 4.439 0.000
H -4.763 -4.422 4.242 0.000
H -3.618 -3.194 3.664 0.000
H -4.600 -4.094 2.521 0.000
H -7.216 -4.065 3.833 0.000
H -9.051 -2.450 4.163 0.000
H -8.539 -0.013 4.200 0.000
H -6.227 0.755 3.816 0.000
H -3.951 0.168 3.902 0.000
H -4.811 -1.871 1.508 0.000
H -1.018 -2.140 -2.257 0.000
H -2.876 -2.043 -3.845 0.000
H -5.199 -1.819 -3.007 0.000
H -6.709 -1.480 -1.301 0.000
H -6.136 -0.602 0.117 0.000
H -6.346 -2.357 0.183 0.000
H -2.143 2.513 2.121 0.014
H -1.241 3.949 3.924 0.003
H -0.368 2.919 6.010 0.000
H -0.333 0.458 6.229 0.000
H -0.329 -1.679 5.150 0.000
H -0.871 -1.834 3.461 0.000
H -2.047 -1.868 4.773 0.000
I 2.171 5.011 1.909 0.002
C 2.161 3.098 2.818 0.000
C 2.753 2.933 4.056 0.000
C 2.691 1.666 4.617 0.000
C 2.022 0.665 3.927 0.000
C 1.469 0.955 2.694 0.000
N 1.569 2.158 2.119 0.000
H 3.235 3.753 4.567 0.000
H 3.142 1.467 5.580 0.000
H 1.911 -0.320 4.361 0.000
H 0.911 0.211 2.133 0.000
C 4.851 4.646 -1.372 0.000
C 3.484 4.135 -1.813 0.000
Sb 2.811 2.188 -1.056 0.000
C 3.704 0.913 -2.579 0.000
C 4.712 1.554 -3.526 0.000
C 4.402 1.903 0.440 0.000
C 5.756 1.400 -0.048 0.000
H 5.047 5.638 -1.794 0.000
H 5.656 3.987 -1.698 0.000
H 4.910 4.738 -0.286 0.000
H 3.423 4.075 -2.900 0.000
H 2.705 4.830 -1.494 0.000
H 2.849 0.530 -3.138 0.000
H 4.146 0.070 -2.041 0.000
H 4.235 2.334 -4.122 0.000
H 5.124 0.817 -4.223 0.000
H 5.552 2.006 -2.993 0.000
H 3.984 1.180 1.144 0.000
H 4.517 2.849 0.975 0.000
H 5.666 0.409 -0.496 0.000
H 6.467 1.319 0.783 0.000
H 6.200 2.065 -0.790 0.000
S -2.884 4.856 0.258 0.337
C -2.624 3.412 -0.345 0.619
F -0.272 -1.322 -4.530 0.000
C -0.205 0.027 -4.762 0.000
C 0.404 0.855 -3.842 0.000
C 0.395 2.173 -4.240 0.001
F 1.029 3.117 -3.460 0.000
C -0.190 2.669 -5.392 0.000
F -0.193 3.986 -5.697 0.000
C -0.782 1.780 -6.267 0.000
F -1.347 2.218 -7.410 0.000
C -0.781 0.434 -5.954 0.000
F -1.341 -0.440 -6.824 0.000
```

=====

No. 2
C46H53N4 | the ωB97M-V functional and the def2-TZVPD basis

Computed properties:
HOMO energy (hartree): -0.2583
Relative energy (zero: lowest compared OMol25 entry of this formula, charge and spin) (kcal/mol): 3.6
Total charge: +1
Kohn-Sham gap (eV): 2.8

```
103
Properties=species:S:1:pos:R:3:mulliken_charge:R:1
C 7.793 1.980 -0.156 -1.498
C 6.308 2.094 -0.018 0.609
C 5.427 1.278 -0.737 -1.223
C 4.041 1.525 -0.739 1.351
C 3.171 0.898 -1.784 -1.144
C 3.523 2.472 0.155 0.165
N 2.147 2.868 0.057 0.453
C 1.000 2.153 0.076 -0.706
N -0.043 3.014 -0.054 0.298
C -1.424 2.744 -0.010 0.065
C -1.857 1.770 0.965 1.210
C -0.929 1.411 1.940 -1.756
C -3.269 1.457 0.961 -0.408
C -4.172 2.209 0.211 0.740
C -5.654 1.954 0.308 -1.620
C -3.697 3.272 -0.573 -1.024
C -2.324 3.520 -0.741 1.079
C -1.961 4.657 -1.647 -2.453
C 0.491 4.308 -0.150 -0.961
C 1.807 4.210 -0.187 -1.142
C 4.394 3.280 0.914 0.500
C 3.929 4.410 1.779 -1.969
C 5.771 3.088 0.800 -0.728
H 8.290 2.584 0.608 0.369
H 8.147 0.951 -0.061 0.378
H 8.131 2.353 -1.129 0.289
H 5.816 0.475 -1.365 0.393
H 2.305 0.374 -1.359 0.095
H 2.779 1.629 -2.511 0.388
H 3.774 0.178 -2.351 0.350
H -0.984 0.447 2.457 0.283
H 0.938 1.084 0.198 0.942
H -0.330 2.213 2.373 0.331
H -3.652 0.684 1.639 0.261
H -6.212 2.574 -0.401 0.352
H -5.889 0.902 0.102 0.328
H -6.028 2.184 1.313 0.335
H -4.406 3.918 -1.094 0.320
H -2.655 4.677 -2.493 0.490
H -2.085 5.621 -1.130 0.392
H -0.950 4.592 -2.047 0.585
H -0.134 5.167 -0.252 0.839
H 2.542 4.974 -0.335 0.699
H 4.693 4.601 2.544 0.501
H 3.856 5.344 1.202 0.355
H 2.977 4.224 2.287 0.320
H 6.446 3.761 1.336 0.366
C 1.051 -2.439 5.909 -0.842
C -0.422 -2.789 6.034 -0.625
N -1.227 -2.351 4.910 0.060
C -2.645 -2.328 5.164 -0.691
C -3.435 -1.642 4.059 -0.745
C -3.074 -2.238 2.703 -1.033
C -1.593 -2.198 2.511 0.522
C -0.732 -2.346 3.643 0.603
C 0.685 -2.372 3.428 0.303
C 1.173 -1.968 2.206 -1.292
C 0.314 -1.598 1.132 1.001
C 0.876 -0.990 -0.022 -1.802
C 0.308 -1.243 -1.338 0.010
C 0.974 -2.078 -2.278 -0.899
C 0.356 -2.582 -3.412 0.188
C -0.976 -2.174 -3.722 0.731
N -1.562 -2.559 -4.895 0.023
C -0.740 -3.110 -5.954 -0.600
C 0.224 -4.153 -5.406 -0.863
C 1.079 -3.577 -4.273 -0.641
C -2.784 -1.923 -5.346 -0.675
C -3.742 -1.747 -4.188 -0.946
C -3.097 -0.958 -3.053 -0.437
C -1.665 -1.316 -2.822 -0.508
C -1.011 -0.862 -1.680 -0.679
C -1.061 -1.951 1.255 -0.690
C 1.606 -2.790 4.536 -0.888
H 1.200 -1.372 6.103 0.344
H 1.596 -2.994 6.673 0.369
H -0.528 -3.881 6.151 0.307
H -0.852 -2.328 6.927 0.406
H -3.012 -3.360 5.292 0.286
H -2.799 -1.811 6.117 0.430
H -4.505 -1.766 4.251 0.450
H -3.215 -0.565 4.060 0.273
H -3.442 -3.276 2.637 0.421
H -3.550 -1.664 1.899 0.427
H 2.251 -1.913 2.025 0.506
H 1.952 -0.779 0.056 1.046
H 1.982 -2.410 -2.044 0.571
H -1.405 -3.560 -6.700 0.395
H -0.154 -2.320 -6.464 0.289
H -0.325 -5.020 -5.019 0.306
H 0.873 -4.512 -6.210 0.378
H 1.967 -3.077 -4.687 0.356
H 1.459 -4.401 -3.648 0.374
H -2.568 -0.937 -5.796 0.287
H -3.213 -2.554 -6.131 0.469
H -4.640 -1.244 -4.543 0.393
H -4.062 -2.723 -3.812 0.321
H -3.154 0.117 -3.270 0.350
H -3.680 -1.104 -2.133 0.243
H -1.535 -0.183 -0.999 1.042
H -1.721 -1.977 0.384 0.841
H 2.580 -2.312 4.393 0.395
H 1.778 -3.878 4.486 0.339
```

=====

No. 3
C46H54HgN11O2 | the ωB97M-V functional and the def2-TZVPD basis

Computed properties:
HOMO energy (spin up / spin down) (hartree): -0.2376 / -0.2426
Relative energy (zero: lowest compared OMol25 entry of this formula, charge and spin) (kcal/mol): 39.2
Kohn-Sham gap (spin up / spin down) (eV): 6.9 / 5.3
Multiplicity: 2

```
114
Properties=species:S:1:pos:R:3:lowdin_spin:R:1
Hg 1.387 -0.019 -0.189 0.044
C -2.601 1.835 3.276 0.000
N -2.479 2.608 2.064 0.000
C -2.994 3.963 2.167 0.000
C -1.393 2.365 1.211 0.001
N -0.271 1.829 1.534 0.009
C 0.356 1.984 2.768 0.001
C 0.492 3.263 3.323 0.000
C 1.216 3.493 4.481 0.000
C 1.852 2.432 5.109 0.000
C 1.733 1.159 4.576 0.000
C 0.978 0.901 3.427 0.001
N 0.936 -0.387 2.880 0.005
C 0.830 -1.483 3.536 0.000
N 1.216 -2.692 2.931 0.000
C 0.105 -3.547 2.528 0.000
C 2.260 -2.591 1.926 0.001
N 0.324 -1.676 4.807 0.000
C 0.712 -2.804 5.636 0.000
C -0.430 -0.670 5.515 0.000
N -1.635 2.740 -0.078 0.000
C -0.534 2.903 -1.005 0.003
C -2.943 2.638 -0.697 0.000
H -2.006 2.234 4.105 0.000
H -2.287 0.815 3.067 0.000
H -3.652 1.820 3.574 0.000
H -2.563 4.480 3.034 0.000
H -4.081 3.950 2.284 0.000
H -2.747 4.525 1.270 0.000
H 0.033 4.095 2.798 0.000
H 1.305 4.498 4.875 0.000
H 2.440 2.592 6.004 0.000
H 2.243 0.324 5.046 0.000
H -0.616 -3.629 3.341 0.000
H 0.479 -4.546 2.299 0.000
H -0.409 -3.153 1.640 0.000
H 3.130 -2.098 2.359 0.000
H 1.950 -2.035 1.036 0.002
H 2.544 -3.603 1.631 0.000
H 1.423 -3.428 5.108 0.000
H -0.159 -3.409 5.906 0.000
H 1.169 -2.439 6.561 0.000
H -0.851 0.041 4.820 0.000
H 0.188 -0.118 6.231 0.000
H -1.245 -1.156 6.058 0.000
H 0.395 2.977 -0.451 0.001
H -0.465 2.055 -1.690 0.001
H -0.690 3.819 -1.586 0.000
H -3.676 2.282 0.021 0.000
H -3.268 3.608 -1.087 0.000
H -2.894 1.936 -1.534 0.000
O -6.159 -3.115 0.080 0.001
C -6.044 -1.758 -0.310 0.000
C -4.597 -1.326 -0.360 0.000
C -3.904 -0.998 0.799 0.001
C -2.544 -0.741 0.716 0.001
N -1.855 -0.813 -0.418 0.002
C -2.512 -1.118 -1.536 0.003
C -3.883 -1.360 -1.551 0.001
C -1.669 -1.184 -2.773 0.010
C -0.780 -2.370 -4.832 0.010
C -1.081 -1.256 -5.822 0.000
C -1.848 -1.479 -7.085 0.000
O -1.101 -2.225 -8.045 0.000
C -0.569 -0.122 -5.359 0.001
C 0.133 -0.385 -4.040 -0.003
N -0.810 -0.269 -2.928 0.001
H -5.797 -3.671 -0.620 0.001
H -6.582 -1.184 0.444 0.000
H -6.520 -1.582 -1.279 0.000
H -4.420 -0.956 1.751 0.000
H -1.965 -0.474 1.597 0.000
H -4.403 -1.553 -2.483 0.000
H -0.695 -3.365 -5.274 0.001
H -2.071 -0.526 -7.561 0.000
H -2.797 -1.984 -6.870 0.000
H -0.852 -3.072 -7.663 0.000
H -0.668 0.866 -5.792 0.000
H 0.969 0.286 -3.844 0.000
C 6.418 -0.260 0.589 0.000
C 6.933 0.486 -0.458 0.000
C 6.199 1.558 -0.936 0.000
C 4.956 1.837 -0.370 0.001
N 4.449 1.099 0.616 0.002
C 5.173 0.095 1.090 0.001
C 4.167 3.024 -0.811 0.001
C 4.274 3.531 -2.105 0.000
C 3.583 4.685 -2.433 0.000
C 2.817 5.308 -1.463 0.000
C 2.763 4.724 -0.205 0.000
N 3.409 3.611 0.116 0.000
H 6.965 -1.098 1.002 0.000
H 7.898 0.248 -0.888 0.000
H 6.602 2.189 -1.717 0.000
H 4.728 -0.459 1.911 0.000
H 4.870 3.024 -2.851 0.000
H 3.649 5.097 -3.432 0.000
H 2.273 6.217 -1.681 0.000
H 2.173 5.170 0.591 0.000
C 2.192 -2.101 -2.391 0.268
C 1.025 -2.550 -2.944 0.003
C 0.522 -1.869 -4.199 -0.007
C -1.893 -2.359 -3.753 0.023
C -1.960 -3.685 -3.041 0.210
C -0.855 -4.234 -2.432 -0.004
C 0.426 -3.683 -2.333 0.240
C -3.214 -4.326 -2.926 0.034
N -4.257 -4.811 -2.816 0.109
H 2.783 -1.314 -2.838 0.008
H 2.631 -2.644 -1.564 0.007
H 1.314 -1.934 -4.949 -0.001
H -2.850 -2.173 -4.249 0.000
H -1.017 -5.165 -1.901 -0.004
H 1.070 -4.181 -1.615 0.011
```

=====

No. 4
C46H55BN7OPReS3Se | the ωB97M-V functional and the def2-TZVPD basis

Computed properties:
HOMO energy (spin up / spin down) (hartree): -0.4528 / -0.4662
Relative energy (zero: lowest compared OMol25 entry of this formula, charge and spin) (kcal/mol): 0.0
Total charge: +2
Kohn-Sham gap (spin up / spin down) (eV): 5.9 / 6.5
Multiplicity: 2

```
116
Properties=species:S:1:pos:R:3:lowdin_spin:R:1
Re -0.865 0.383 0.488 0.436
C 0.204 -4.190 -2.117 0.000
C 1.292 -3.271 -1.651 0.000
C 2.566 -3.687 -1.422 0.000
C 3.565 -2.796 -0.930 0.000
N 3.309 -1.528 -0.798 0.000
N 2.058 -1.120 -1.087 0.000
B 1.949 0.365 -1.182 0.003
N 1.590 0.894 -2.526 -0.002
N 2.268 0.380 -3.560 0.000
C 2.040 0.922 -4.727 0.000
C 1.059 1.946 -4.866 0.000
C 0.370 2.442 -3.800 0.000
C -0.697 3.485 -3.907 0.002
C 0.693 1.882 -2.540 0.000
S 0.080 2.362 -1.016 0.027
C 2.916 0.446 -5.879 0.000
C 2.346 0.874 -7.233 0.000
C 3.060 -1.078 -5.843 0.000
C 4.299 1.097 -5.678 0.000
N 2.782 1.168 -0.274 0.000
N 3.604 2.035 -0.900 0.000
C 4.456 2.671 -0.156 0.000
C 4.524 2.423 1.251 0.000
C 3.655 1.583 1.872 0.000
C 3.678 1.309 3.345 0.000
C 2.673 0.971 1.040 0.004
S 1.397 0.012 1.661 0.011
C 5.390 3.666 -0.821 0.000
C 5.153 5.047 -0.189 0.000
C 5.133 3.743 -2.326 0.000
C 6.840 3.216 -0.574 0.000
C 1.019 -1.898 -1.391 -0.001
S -0.536 -1.203 -1.407 0.002
C 4.977 -3.240 -0.564 0.000
C 5.394 -2.560 0.748 0.000
C 5.047 -4.760 -0.385 0.000
C 5.919 -2.806 -1.696 0.000
H 0.516 -5.230 -2.039 0.000
H -0.046 -3.982 -3.160 0.000
H -0.711 -4.038 -1.539 0.000
H 2.822 -4.725 -1.595 0.000
H 0.830 2.319 -5.855 0.000
H -0.819 3.818 -4.936 0.000
H -0.462 4.346 -3.279 0.000
H -1.646 3.082 -3.548 0.002
H 1.348 0.463 -7.403 0.000
H 2.997 0.502 -8.024 0.000
H 2.304 1.961 -7.340 0.000
H 2.109 -1.568 -6.068 0.000
H 3.408 -1.421 -4.868 0.000
H 3.787 -1.388 -6.596 0.000
H 4.229 2.188 -5.675 0.000
H 4.963 0.803 -6.493 0.000
H 4.743 0.773 -4.734 0.000
H 5.281 2.932 1.836 0.000
H 4.534 1.791 3.813 0.000
H 3.726 0.235 3.533 0.000
H 2.763 1.675 3.815 0.000
H 4.125 5.384 -0.348 0.000
H 5.823 5.773 -0.651 0.000
H 5.355 5.050 0.885 0.000
H 4.103 4.038 -2.541 0.000
H 5.319 2.783 -2.814 0.000
H 5.802 4.487 -2.762 0.000
H 7.108 3.250 0.485 0.000
H 7.519 3.887 -1.103 0.000
H 7.010 2.202 -0.943 0.000
H 4.718 -2.835 1.563 0.000
H 5.389 -1.474 0.648 0.000
H 6.403 -2.878 1.016 0.000
H 4.292 -5.122 0.319 0.000
H 6.024 -5.028 0.016 0.000
H 4.930 -5.294 -1.331 0.000
H 5.907 -1.720 -1.813 0.000
H 5.631 -3.261 -2.648 0.000
H 6.939 -3.120 -1.468 0.000
O -0.336 2.863 2.068 -0.001
N -1.028 1.615 2.158 -0.003
C -1.579 1.535 3.305 0.000
C -2.375 0.446 3.862 0.000
C -2.987 0.779 5.074 0.001
C -3.795 -0.121 5.745 -0.001
C -4.006 -1.373 5.198 0.001
C -3.398 -1.719 3.995 0.000
C -2.570 -0.834 3.316 0.001
P -1.667 -1.413 1.836 0.014
C -0.287 -2.370 2.539 0.002
C 0.212 -2.099 3.810 0.000
C 1.335 -2.771 4.279 0.000
C 1.966 -3.713 3.480 0.000
C 1.473 -3.985 2.208 0.000
C 0.352 -3.318 1.740 0.000
C -2.693 -2.711 1.073 0.003
C -3.493 -2.456 -0.036 0.004
C -4.273 -3.462 -0.591 0.001
C -4.265 -4.735 -0.043 0.000
C -3.467 -5.005 1.061 0.001
C -2.682 -4.004 1.611 0.000
H -0.872 3.381 1.446 0.000
H -1.470 2.415 3.929 0.000
H -2.834 1.770 5.485 0.000
H -4.256 0.157 6.684 0.000
H -4.639 -2.091 5.705 0.000
H -3.590 -2.698 3.580 0.000
H -0.273 -1.365 4.443 0.000
H 1.712 -2.562 5.272 0.000
H 2.833 -4.246 3.852 0.000
H 1.953 -4.733 1.586 0.000
H -0.042 -3.544 0.755 0.000
H -3.512 -1.472 -0.475 0.006
H -4.888 -3.245 -1.455 0.000
H -4.873 -5.518 -0.477 0.000
H -3.454 -5.997 1.496 0.000
H -2.044 -4.240 2.454 0.000
Se -2.944 1.068 -0.290 0.489
```